Record 1
Formula: C5H12N3
Source: the OMol25 dataset
Level of theory: the ωB97M-V functional and the def2-TZVPD basis

Results
HOMO energy: -12.7468 eV
Total charge: +1
Calculated total energy: -9838.583 eV
Relative energy (zero: lowest compared OMol25 entry of this formula, charge and spin): 5.629 eV

Atoms and positions in Å:
C: -1.00694 2.11343 0.65679
C: -0.75764 2.82729 -0.27519
C: -0.36678 -0.53652 -0.09466
C: -2.69402 -1.31751 -0.38775
C: 3.15258 -0.22114 -0.07377
N: 0.82664 -0.59212 0.42349
N: -1.41597 -1.15339 0.36145
N: 1.84262 0.31663 -0.00464
H: -1.10489 1.53572 1.49455
H: -0.69716 3.56084 -1.02417
H: -0.59954 0.03686 -1.10693
H: -2.84590 -2.30103 -0.43445
H: -3.35352 -0.73644 0.26228
H: -2.49910 -0.72585 -1.21330
H: 3.14750 -0.96410 0.71661
H: 3.29335 -0.57544 -1.01451
H: 3.96341 0.62053 0.14296
H: 1.08615 -1.28830 1.11439
H: -1.62386 -1.46166 1.28397
H: 1.65309 0.86219 -0.82712

Atoms 1-6, force components in eV/Å:
C 0.585 1.350 -1.668
C -0.583 -0.406 0.830
C -0.528 0.527 -2.434
C 1.872 4.566 2.931
C 1.363 2.030 2.916
N 0.554 1.069 -1.650

***

Record 2
Formula: C18H18CoN7O4S3
Source: the OMol25 dataset
Level of theory: the ωB97M-V functional and the def2-TZVPD basis

Results
HOMO energy (alpha / beta): -4.4993 / -4.6332 eV
Multiplicity: 2
Total charge: -1
Calculated total energy: -107714.813 eV
Relative energy (zero: lowest compared OMol25 entry of this formula, charge and spin): 0.245 eV
<S²>: 0.76

Atoms and positions in Å:
Co: -0.58787 1.93452 -0.21961
C: 2.41641 1.57307 -4.82716
S: 3.10041 0.98879 -3.26986
C: 1.76327 1.27689 -2.12508
S: 0.15557 1.39115 -2.64681
N: 2.25279 1.26682 -0.90429
N: 1.32361 1.45167 0.07249
C: 1.72650 1.30364 1.27689
C: 0.80630 1.59597 2.37825
C: 1.17395 1.41915 3.70811
C: 0.26985 1.77075 4.69730
C: -0.95357 2.30911 4.33369
C: -1.23756 2.45595 2.98064
N: -0.39086 2.08214 2.03408
H: 3.10523 1.24740 -5.60639
H: 2.34157 2.65810 -4.82854
H: 1.43493 1.13814 -4.99755
H: 2.75754 1.02806 1.48193
H: 2.15304 1.02775 3.95296
H: 0.52794 1.64585 5.74161
H: -1.67058 2.63305 5.07539
H: -2.14666 2.93167 2.63043
O: -0.29292 6.15543 -0.00579
S: -1.04134 4.92758 -0.18396
O: -1.82994 4.88508 -1.42585
O: -0.01959 3.76971 -0.23895
O: -1.93407 4.63248 0.98214
N: 1.73518 -8.20123 -1.91929
C: 1.31288 -7.17974 -1.60461
C: 0.78397 -5.90582 -1.20297
C: -0.50311 -5.82452 -0.67708
C: -1.01525 -4.60084 -0.29061
C: -0.23714 -3.45537 -0.41265
C: 1.05113 -3.53117 -0.93221
C: 1.55515 -4.75312 -1.33516
N: -0.75524 -2.20695 -0.00924
C: -1.67141 -1.96122 0.99959
C: -1.82775 -0.61329 1.03436
N: -1.04235 -0.03086 0.06678
C: -0.41321 -1.00283 -0.53771
H: -1.10275 -6.71965 -0.58623
H: -2.02610 -4.52919 0.08610
H: 1.66062 -2.64077 -1.01038
H: 2.55481 -4.81774 -1.74185
H: -2.07923 -2.74757 1.60796
H: -2.43190 -0.01848 1.69803
H: 0.24640 -0.86636 -1.38050
N: -2.51570 2.39322 -0.44206
H: -2.67673 3.16683 0.23049
H: -3.22116 1.67168 -0.36785
H: -2.58506 2.87507 -1.33899

Atoms 1-6, force components in eV/Å:
Co 0.107 -0.068 0.136
C -0.040 -0.079 -0.018
S -0.011 0.081 0.060
C -0.027 -0.153 -0.066
S 0.064 0.215 -0.011
N 0.011 -0.135 0.028

***

Record 3
Formula: C4H2O5Pt
Source: the OMol25 dataset
Level of theory: the ωB97M-V functional and the def2-TZVPD basis

Results
HOMO energy (alpha / beta): -11.6161 / -13.8419 eV
Multiplicity: 4
Total charge: +1
Calculated total energy: -17649.042 eV
Relative energy (zero: lowest compared OMol25 entry of this formula, charge and spin): 0.000 eV
<S²>: 3.75

Atoms and positions in Å:
C: 0.62119 0.38653 5.38499
O: 0.84890 0.40886 6.51215
O: 0.39881 0.37028 4.24079
O: 0.41582 -0.36390 1.95939
C: 1.41162 -0.34388 1.26420
O: 1.98243 0.79495 0.94581
Pt: -0.68363 0.77439 2.64888
H: 1.87853 -1.25473 0.85422
O: 3.14577 1.40262 -2.14445
C: 3.16781 1.17165 -1.01094
C: 3.20932 0.75414 0.24913
H: 4.14136 0.72741 0.80968

Atoms 1-6, force components in eV/Å:
C 0.305 0.178 2.224
O -0.192 -0.058 -1.021
O 2.224 -0.835 2.783
O 6.449 -7.140 -4.453
C 2.217 -0.283 -1.713
O -0.854 -0.324 0.882